[1]
Formula: C18H21FeN7O4
Source: the OMol25 dataset
Level of theory: ωB97M-V with the def2-TZVPD basis set

Structure (ORCA input):
```
! RIJCOSX wB97M-V def2-TZVPD def2/J DEFGRID3
* xyz -1 6
H 1.991 1.435 2.262
C -0.590 2.308 -4.820
Fe 0.282 0.099 0.190
H -4.019 -1.597 0.653
C 0.574 -3.172 -1.588
C -0.817 0.569 3.219
H 0.652 -4.759 -2.812
O 2.984 -0.712 -1.026
H 1.570 3.706 1.475
H -4.455 -1.644 4.931
N 2.361 -1.786 -1.577
H -0.644 0.245 -4.247
H -0.681 0.993 4.227
C 0.281 3.215 -0.783
C -3.898 -1.359 4.049
C 2.385 -0.139 0.196
C -2.427 -0.611 1.703
H 0.018 4.890 -2.737
N -0.566 -3.687 -0.976
H -2.371 -0.323 5.124
H -1.421 -2.235 0.150
N 1.200 -2.180 -1.035
H -0.478 4.454 -5.117
C -0.209 1.475 -2.548
H 0.350 4.304 -0.619
H 1.039 2.255 3.529
H -1.465 -3.783 0.786
H -0.159 3.556 1.849
C -1.989 -0.258 3.023
C -0.018 2.835 -2.145
O -1.803 -0.312 0.629
C -0.405 3.639 -4.411
N -0.921 -3.119 0.253
H -1.322 -3.776 -1.653
H -5.270 -2.270 2.661
N 0.463 2.422 0.198
C -4.348 -1.707 2.767
N 0.000 0.871 2.289
O 3.018 -2.381 -2.480
C -0.127 3.871 -3.085
H 2.753 -0.753 1.036
C -2.735 -0.628 4.147
O -0.129 0.472 -1.768
H -0.810 2.096 -5.861
C 0.726 3.005 1.507
H 1.746 -3.492 -3.154
N 0.827 -3.766 -2.809
C -3.656 -1.340 1.641
C -0.502 1.271 -3.932
H 2.930 0.809 0.213
C 1.020 1.874 2.497
*
```

Values from the calculation:
HOMO energy (alpha / beta): -0.116 / -0.152 hartree
electronic energy: -2646.383709 Eh
lowest unoccupied orbital energy (alpha / beta): 3.0 / 3.0 eV


[2]
Formula: C25H31N3OP2Pb
Source: the OMol25 dataset
Level of theory: ωB97M-V with the def2-TZVPD basis set

Structure (ORCA input):
```
! RIJCOSX wB97M-V def2-TZVPD def2/J DEFGRID3
* xyz 2 1
Pb 0.863 1.855 0.653
H -2.043 -2.652 6.267
N -0.083 1.285 2.666
H -0.479 -2.621 -2.895
C 2.084 1.637 -2.725
P 0.214 -2.375 -0.625
H -0.082 -0.797 2.471
H 0.153 -0.948 -0.642
C -0.180 1.023 -3.561
H -3.968 0.672 0.226
C -1.275 -3.037 0.106
C 3.742 -0.259 -3.032
H -2.903 3.057 -3.862
C -1.534 1.477 -3.349
C 0.486 3.353 -3.708
H -3.287 2.654 -0.532
N -1.915 -1.705 5.945
H 5.015 -1.992 -3.120
H -1.468 -2.588 1.094
C 0.456 -2.863 -2.370
C -2.384 0.662 -2.422
C -1.298 2.271 4.475
H 1.887 1.718 -1.527
C -1.856 2.765 -3.773
C 1.371 -0.700 -3.280
C -1.184 -0.135 4.251
H -2.315 -0.409 -2.668
C -2.209 2.584 -0.327
O -1.550 -2.457 3.814
H -2.793 -0.160 1.293
H -0.277 3.363 2.879
H -1.686 -1.013 6.644
C 0.818 2.025 -3.427
H -3.429 1.000 -2.420
C -3.081 0.021 0.249
H 1.787 -3.945 0.222
C -1.617 1.003 4.959
H 1.287 4.094 -3.707
H -2.135 -2.860 -0.556
C -0.552 2.396 3.312
H -1.615 3.176 4.986
C -1.542 -1.541 4.635
C -0.834 3.702 -3.976
C 3.991 -1.626 -3.060
H -3.325 -0.939 -0.227
C -0.446 0.033 3.087
H -1.674 3.283 -0.982
P -1.711 0.851 -0.641
H -2.206 0.895 5.862
H 3.124 -3.607 -2.874
H 1.489 -2.617 1.397
H 2.545 -2.340 -0.024
H -1.137 -4.121 0.238
H 4.554 0.467 -2.982
H 2.900 2.333 -2.935
H -2.028 2.858 0.724
N 0.110 -0.308 -3.614
C 2.928 -2.538 -2.971
C 1.647 -2.860 0.334
C 2.434 0.218 -3.064
H 0.649 -3.940 -2.375
H -1.077 4.715 -4.297
C 1.619 -2.077 -2.939
*
```

Values from the calculation:
HOMO energy (alpha / beta): -0.466 / -0.460 hartree
electronic energy: -2085.734067 Eh
lowest unoccupied orbital energy (alpha / beta): -6.5 / -7.0 eV


[3]
Formula: C14H19ClHfN4O2
Source: the OMol25 dataset
Level of theory: ωB97M-V with the def2-TZVPD basis set

Structure (ORCA input):
```
! RIJCOSX wB97M-V def2-TZVPD def2/J DEFGRID3
* xyz 2 1
C 0.511 -2.036 -3.265
H 2.221 -3.379 -2.676
H 0.171 -1.203 2.350
H -1.681 -0.316 -3.770
C 2.529 -0.663 0.051
N -0.574 2.490 1.555
O 3.554 -0.345 0.533
C -1.600 0.480 3.297
C 2.478 -1.160 -2.373
C -0.055 1.628 0.471
C 1.313 -3.022 0.286
C -1.772 -0.022 0.944
H 1.813 1.007 -2.621
H -1.988 1.123 4.100
H -2.383 2.850 2.569
H -0.222 -2.711 -3.696
H -2.281 0.267 0.015
H -2.551 2.505 0.804
H -0.324 2.756 3.627
C 1.580 -0.046 -2.690
H 1.460 0.004 2.021
Cl -1.820 -2.953 -0.877
N -0.139 0.703 3.188
H 1.020 1.818 0.352
C 0.378 -0.606 -3.268
C -2.026 2.235 1.731
H -1.976 -1.075 1.159
H 1.170 2.300 2.729
H -0.548 0.243 -5.014
H -0.767 1.192 -3.530
N -0.277 0.155 0.757
H -0.590 1.890 -0.455
H -1.777 -0.579 3.534
C 0.378 -0.153 2.094
N -2.304 0.815 2.041
Hf 0.710 -1.177 -0.949
O 1.665 -3.849 1.005
H 3.532 -1.082 -2.181
C -0.712 0.171 -3.928
C 1.794 -2.383 -2.746
C 0.090 2.124 2.828
*
```

Values from the calculation:
HOMO energy: -0.562 hartree
electronic energy: -1421.951161 Eh
lowest unoccupied orbital energy: -10.5 eV


Q: electronic energy of number 2 (C25H31N3OP2Pb)?
A: -2085.734067 Eh


Q: Number 2 is which compound?
A: C25H31N3OP2Pb